The following is a DFT calculation (ωB97M-V with the def2-TZVPD basis set) of C21H45Br3N16O12 as an isolated structure.

Results
Frontier orbital gap ... 7.8 eV

```
! RIJCOSX wB97M-V def2-TZVPD def2/J DEFGRID3
* xyz 0 1
C -16.33 -6.38 -6.80
Br -15.53 -4.65 -6.43
Br -16.07 -7.74 -5.36
Br -15.65 -7.00 -8.52
H -17.39 -6.17 -6.83
C -13.53 -0.77 -8.43
C -14.21 -1.94 -8.47
C -14.13 -2.82 -9.56
C -13.46 -2.43 -10.70
C -12.80 -1.18 -10.68
C -12.76 -0.39 -9.57
O -12.08 0.82 -9.69
O -14.75 -4.04 -9.43
H -13.56 -0.02 -7.65
H -14.74 -2.25 -7.58
H -13.43 -3.13 -11.52
H -12.34 -0.76 -11.57
H -12.04 1.38 -8.90
H -14.69 -4.58 -10.25
C -11.65 1.83 -14.36
C -12.54 2.30 -15.33
C -13.73 2.87 -14.91
C -14.01 2.92 -13.54
C -13.15 2.38 -12.59
C -11.93 1.85 -13.02
O -11.03 1.39 -12.12
O -14.61 3.57 -15.70
H -10.66 1.52 -14.69
H -12.13 2.27 -16.33
H -14.95 3.38 -13.25
H -13.47 2.38 -11.56
H -11.28 1.21 -11.18
H -14.34 3.51 -16.62
C -11.62 -6.19 -7.34
O -11.97 -5.82 -6.23
N -12.47 -6.14 -8.42
N -10.40 -6.73 -7.63
H -13.39 -5.73 -8.38
H -12.12 -6.44 -9.31
H -9.74 -6.89 -6.90
H -10.22 -6.98 -8.58
C -17.04 -0.03 -5.93
O -15.85 -0.20 -6.23
N -17.38 0.01 -4.61
N -18.09 0.04 -6.80
H -18.35 0.14 -4.40
H -16.62 0.22 -3.99
H -17.86 -0.43 -7.67
H -19.01 -0.03 -6.43
C -9.62 3.28 -7.91
O -10.61 2.53 -7.91
N -9.16 3.83 -6.75
N -8.85 3.47 -8.99
H -9.72 3.68 -5.93
H -8.43 4.51 -6.63
H -7.94 3.85 -8.80
H -9.00 3.03 -9.87
C -8.74 -1.22 -13.15
O -7.78 -1.99 -13.27
N -10.02 -1.71 -13.10
N -8.63 0.10 -12.94
H -10.75 -1.02 -13.18
H -10.17 -2.69 -13.22
H -9.51 0.60 -12.86
H -7.69 0.46 -12.85
C -10.50 -4.79 -12.16
O -9.57 -4.36 -11.47
N -10.35 -4.83 -13.51
N -11.64 -5.26 -11.60
H -9.42 -4.66 -13.86
H -11.06 -5.19 -14.12
H -12.43 -5.55 -12.16
H -11.73 -5.10 -10.62
C -13.38 3.28 -5.96
O -13.49 3.41 -4.73
N -13.93 2.29 -6.68
N -12.67 4.18 -6.71
H -14.50 1.56 -6.29
H -14.20 2.55 -7.62
H -12.18 3.80 -7.51
H -12.47 5.07 -6.32
C -15.64 -5.84 -12.43
O -14.57 -5.64 -11.84
N -16.17 -5.00 -13.39
N -16.45 -6.93 -12.25
H -15.70 -4.10 -13.43
H -17.17 -5.06 -13.37
H -16.31 -7.54 -11.47
H -17.18 -7.05 -12.92
C -14.86 -1.42 -13.98
O -14.62 -2.60 -13.65
N -15.09 -0.46 -13.06
N -14.58 -0.99 -15.24
H -14.89 0.46 -13.41
H -15.20 -0.72 -12.10
H -14.23 -1.68 -15.87
H -15.16 -0.26 -15.62
*
```

---

The following is a DFT calculation (ωB97M-V with the def2-TZVPD basis set) of a 18-piece molecular cluster, C21H45Cl34NOSi overall.

Results
Frontier orbital gap ... 10.2 eV

```
! RIJCOSX wB97M-V def2-TZVPD def2/J DEFGRID3
* xyz 0 1
C 4.63 -0.93 1.43
Si 4.22 -1.68 -0.33
C 4.49 -0.40 -1.77
C 5.33 0.94 -1.32
C 4.49 2.01 -0.40
N 5.32 3.10 0.29
O 3.17 1.99 -0.18
H 3.95 0.02 1.54
H 5.79 -0.65 1.42
H 4.39 -1.79 2.20
H 5.07 -2.85 -0.46
H 2.82 -2.19 -0.29
H 5.18 -0.97 -2.56
H 3.42 -0.17 -2.20
H 6.33 0.68 -0.72
H 5.65 1.52 -2.31
H 5.94 3.47 -0.49
H 5.96 2.54 0.93
C 3.60 3.05 -4.61
Cl 5.33 3.35 -4.42
Cl 3.28 1.36 -5.00
H 3.09 3.30 -3.67
H 3.21 3.68 -5.41
C 1.31 1.26 2.33
Cl 1.25 -0.01 1.11
Cl 1.34 0.58 3.97
H 2.22 1.85 2.18
H 0.43 1.90 2.23
C -0.72 3.56 5.84
Cl -1.15 2.91 4.26
Cl -2.11 3.56 6.94
H 0.08 2.94 6.28
H -0.36 4.59 5.72
C -0.21 4.83 0.57
Cl -0.96 5.77 -0.72
Cl -0.77 3.15 0.54
H 0.87 4.84 0.44
H -0.48 5.27 1.54
C -4.57 4.44 -1.02
Cl -5.32 5.38 -2.31
Cl -5.13 2.76 -1.05
H -3.48 4.46 -1.15
H -4.83 4.88 -0.06
C 7.03 -3.17 -3.95
Cl 6.35 -4.02 -2.55
Cl 7.72 -1.62 -3.47
H 7.81 -3.79 -4.39
H 6.23 -3.00 -4.68
C -4.61 6.24 5.74
Cl -3.79 5.63 4.30
Cl -6.31 6.59 5.40
H -4.56 5.48 6.53
H -4.12 7.15 6.08
C 4.31 3.53 3.62
Cl 4.21 2.92 5.28
Cl 2.73 4.11 3.06
H 5.02 4.35 3.58
H 4.64 2.72 2.97
C 9.42 3.17 -3.96
Cl 8.99 2.53 -5.55
Cl 8.03 3.17 -2.87
H 10.21 2.56 -3.53
H 9.78 4.20 -4.08
C -1.05 8.31 4.35
Cl -1.12 7.04 3.13
Cl -1.03 7.63 5.98
H -0.14 8.90 4.20
H -1.93 8.95 4.24
C -6.31 -0.92 -1.28
Cl -6.74 -1.57 -2.86
Cl -7.70 -0.92 -0.18
H -5.51 -1.54 -0.85
H -5.95 0.11 -1.40
C -9.95 -2.86 -2.27
Cl -10.06 -4.24 -1.18
Cl -11.50 -2.53 -3.05
H -9.64 -1.98 -1.71
H -9.20 -3.08 -3.04
C -0.81 -3.04 1.44
Cl 0.02 -3.65 -0.01
Cl -2.51 -2.69 1.10
H -0.75 -3.80 2.22
H -0.31 -2.13 1.77
C 4.15 -5.31 2.38
Cl 5.57 -4.38 1.86
Cl 2.85 -4.23 2.90
H 3.80 -5.92 1.54
H 4.44 -5.95 3.21
C -11.46 -5.91 -5.01
Cl -10.21 -7.10 -4.64
Cl -11.41 -5.44 -6.71
H -12.44 -6.35 -4.79
H -11.30 -5.03 -4.39
C 2.42 -7.95 -1.00
Cl 1.89 -6.35 -1.54
Cl 3.73 -7.82 0.18
H 1.57 -8.46 -0.53
H 2.77 -8.52 -1.86
C -9.18 -9.56 -1.81
Cl -7.45 -9.27 -1.62
Cl -9.50 -11.26 -2.20
H -9.68 -9.31 -0.87
H -9.56 -8.93 -2.61
*
```

---

The following is a DFT calculation (ωB97M-V with the def2-TZVPD basis set) of C21H45I2O7SSiSn as an isolated structure.

Results
Frontier orbital gap ... 8.5 eV
Relative energy (zero: lowest compared OMol25 entry of this formula, charge and spin) ... 58.0 kJ/mol

```
! RIJCOSX wB97M-V def2-TZVPD def2/J DEFGRID3
* xyz 3 1
Sn -4.56 0.19 -1.51
C -6.94 1.65 -3.06
C -5.97 2.80 -2.96
O -4.66 2.20 -2.80
C -3.62 3.11 -2.40
C -3.73 3.41 -0.91
O -3.98 2.14 -0.28
C -4.16 2.14 1.15
C -5.50 1.49 1.48
O -5.75 0.41 0.55
C -7.15 0.15 0.32
C -7.64 1.02 -0.80
O -6.74 0.78 -1.92
H -6.74 1.04 -3.94
H -7.97 1.99 -3.09
H -6.19 3.43 -2.09
H -5.99 3.41 -3.86
H -3.67 4.03 -2.99
H -2.69 2.61 -2.62
H -4.55 4.10 -0.68
H -2.80 3.84 -0.55
H -4.16 3.16 1.52
H -3.33 1.60 1.60
H -6.31 2.22 1.40
H -5.48 1.09 2.49
H -7.73 0.31 1.23
H -7.22 -0.91 0.06
H -7.60 2.08 -0.54
H -8.65 0.75 -1.10
I -6.13 -2.89 -2.37
C -5.24 -2.82 -4.29
I -4.47 -0.91 -4.82
H -5.99 -3.08 -5.02
H -4.41 -3.52 -4.30
C 4.85 1.79 3.20
C 4.91 0.28 3.38
C 4.60 -0.14 4.79
C 6.22 -0.30 2.88
O 3.79 -0.30 2.56
Si 3.50 -0.39 1.02
S 1.47 -0.73 0.51
O 4.53 0.27 0.03
C 5.01 0.19 -1.37
C 5.68 -1.16 -1.53
C 3.81 0.35 -2.29
C 5.99 1.33 -1.51
O 2.84 -1.92 0.53
C 2.76 -3.31 1.25
C 2.00 -3.15 2.54
C 2.07 -4.19 0.24
C 4.22 -3.65 1.45
H 5.63 2.25 3.81
H 3.88 2.18 3.53
H 5.02 2.07 2.16
H 5.35 0.26 5.47
H 4.60 -1.23 4.88
H 3.62 0.23 5.11
H 7.03 0.08 3.50
H 6.42 -0.01 1.85
H 6.22 -1.39 2.97
H 4.96 -1.97 -1.41
H 6.49 -1.28 -0.81
H 6.11 -1.24 -2.53
H 3.11 -0.47 -2.16
H 4.15 0.34 -3.32
H 3.31 1.29 -2.10
H 6.81 1.22 -0.80
H 5.50 2.29 -1.34
H 6.41 1.33 -2.51
H 0.97 -2.87 2.37
H 2.47 -2.42 3.20
H 2.01 -4.11 3.05
H 1.06 -3.81 0.03
H 1.97 -5.19 0.65
H 2.63 -4.25 -0.69
H 4.69 -2.99 2.18
H 4.77 -3.61 0.50
H 4.29 -4.67 1.82
*
```

---

| no. | LUMO energy (eV) | maximum force (eV Å⁻¹) |
| --- | --- | --- |
| 1 | 0.084 | 2.9 |
| 2 | 0.136 | 8.4 |
| 3 | -8.014 | 0.2 |